(1)
A molecular structure, C25H49N5O10P2S, computed with ωB97M-V/def2-TZVPD.

Results
- Frontier orbital gap: 7.4 eV
- Relative energy (zero: lowest compared OMol25 entry of this formula, charge and spin): 523.2 kJ/mol
- Lowest unoccupied orbital energy: -1.03 eV
- Largest force on an atom: 8.8 eV/Å

```
! wB97M-V def2-TZVPD RIJCOSX def2/J DEFGRID3
* xyz 0 1
C -3.7172 -4.6899 1.2481
C -4.0211 -3.7746 -0.0481
C -2.6812 -3.7922 -0.9009
C -2.3356 -5.0952 -1.4939
C -1.0421 -5.2777 -2.3087
C -0.7478 -6.7140 -2.8586
C -0.5158 -6.7978 -4.4216
O 0.8669 -7.2357 -4.6139
C 1.0481 -7.5926 -5.9575
O 1.5296 -6.8438 -6.7690
C -0.1883 -4.1053 -2.4674
C 1.1741 -4.1748 -3.2406
C 2.3628 -4.4666 -2.1982
N 3.6614 -3.9201 -2.6741
N 2.5361 -5.9689 -2.1692
N 2.0395 -4.0661 -0.8129
C -0.5612 -2.7596 -1.8766
N 0.2337 -1.5991 -1.9895
S -0.6585 -0.5031 -1.1201
N -2.0347 -1.2710 -0.5493
C -1.8361 -2.5649 -1.0640
H -2.5912 -4.7048 1.3835
H -4.0188 -5.7507 1.0383
H -4.1415 -4.2631 2.1947
H -4.8487 -4.3037 -0.6117
H -4.3165 -2.7371 0.2527
H -3.0179 -5.9696 -1.3552
H 0.0946 -7.2180 -2.3060
H -1.6682 -7.3375 -2.6315
H -0.7645 -5.8619 -4.9883
H -1.1523 -7.6612 -4.8018
H 0.7717 -8.6425 -6.2957
H 1.3156 -3.1576 -3.7222
H 1.2002 -4.9317 -4.0658
H 4.2267 -4.6778 -3.0832
H 4.1894 -3.6408 -1.8382
H 1.7353 -6.2857 -1.5972
H 3.3458 -6.1109 -1.5481
H 2.4222 -4.7431 -0.1428
H 2.3914 -3.1264 -0.5918
O 1.2617 2.8584 4.4789
P 0.4350 1.6086 4.7039
O -1.0730 2.2952 4.6382
C -1.3867 3.3024 3.6812
C -2.2173 2.7249 2.5517
O 0.6070 1.5257 6.3390
C 1.7944 1.9967 6.9685
C 1.5385 3.3531 7.5941
O -0.3042 0.0956 4.8460
C -0.9061 -0.4805 3.6939
C 0.0583 -0.5885 2.5337
H -0.4981 3.7832 3.2696
H -1.9631 4.0709 4.2023
H -1.6350 1.9995 1.9763
H -2.5462 3.5128 1.8717
H -3.0965 2.2051 2.9399
H 2.6308 2.0302 6.2680
H 2.0579 1.2782 7.7497
H 1.1989 4.0771 6.8513
H 2.4427 3.7403 8.0693
H 0.7503 3.2814 8.3474
H -1.7994 0.0836 3.4176
H -1.2430 -1.4805 3.9783
H 0.3908 0.4026 2.2014
H -0.4163 -1.0923 1.6881
H 0.9498 -1.1498 2.8236
O 2.0981 6.3552 -0.9238
P 0.9223 5.4135 -1.0778
O -0.2664 6.5436 -1.3337
C -0.0413 7.6829 -2.1544
C -0.7046 7.5048 -3.5067
O 0.6590 5.1267 0.5221
C 1.7405 5.1369 1.4530
C 1.7358 6.4387 2.2281
O -0.2303 4.2070 -1.3365
C -0.6822 3.9462 -2.6599
C 0.4554 3.6312 -3.6090
H 1.0190 7.8976 -2.2942
H -0.4840 8.5401 -1.6411
H -0.2315 6.6915 -4.0642
H -0.6230 8.4170 -4.1008
H -1.7613 7.2526 -3.3931
H 2.6973 4.9709 0.9544
H 1.5878 4.3017 2.1424
H 1.8101 7.3003 1.5616
H 2.5667 6.4737 2.9360
H 0.7996 6.5481 2.7812
H -1.2833 4.7827 -3.0228
H -1.3500 3.0829 -2.6006
H 1.1289 4.4894 -3.7182
H 0.0697 3.3716 -4.5967
H 1.0509 2.7964 -3.2330
*
```

=====

(2)
12 unconnected molecules or ions with the total composition C25H50Br22N2O4S, computed with ωB97M-V/def2-TZVPD.

Results
- Frontier orbital gap: 8.5 eV
- Relative energy (zero: lowest compared OMol25 entry of this formula, charge and spin): 0.0 kJ/mol
- Lowest unoccupied orbital energy: 0.08 eV
- Largest force on an atom: 1.8 eV/Å

```
! wB97M-V def2-TZVPD RIJCOSX def2/J DEFGRID3
* xyz 0 1
N 5.2591 -0.6373 1.8471
C 3.9464 0.0285 1.7241
C 3.1355 -0.4695 0.5390
O 2.8566 -1.8880 0.5422
S 1.5385 -2.3937 1.3646
O 2.0018 -3.4956 2.1572
O 1.2127 -1.1916 2.4960
N 0.0187 -0.4960 2.0877
C 0.2007 0.7097 2.3172
O 0.5013 1.8268 2.2826
H 5.1407 -1.6391 1.9480
H 5.6514 -0.2811 2.7171
H 3.4128 -0.0690 2.6806
H 4.1582 1.0836 1.5158
H 2.1984 0.0948 0.4718
H 3.7104 -0.2449 -0.3606
Br 0.6524 -4.0671 -1.0126
C 1.2062 -5.5253 -2.1698
C 2.1002 -6.4942 -1.4442
Br 3.8959 -5.7823 -1.2315
H 1.6793 -5.0775 -3.0380
H 0.2821 -6.0139 -2.4748
H 2.2165 -7.4089 -2.0218
H 1.7369 -6.7358 -0.4503
Br -1.8321 -4.5791 -4.2659
C -3.2309 -5.8170 -3.7186
C -3.8810 -5.3902 -2.4302
Br -2.7534 -5.7680 -0.8912
H -2.7743 -6.7995 -3.6543
H -3.9553 -5.8061 -4.5302
H -4.7943 -5.9583 -2.2639
H -4.1032 -4.3284 -2.4018
Br 5.6106 -2.4725 -0.6412
C 7.5161 -2.4451 -1.0040
C 7.9952 -1.0496 -1.3031
Br 7.4983 -0.4872 -3.0996
H 7.6967 -3.1406 -1.8174
H 7.9884 -2.8179 -0.0972
H 9.0822 -1.0053 -1.2803
H 7.5860 -0.3143 -0.6172
Br -3.6403 -1.5443 -2.3158
C -4.5667 -1.0901 -0.6592
C -3.7150 -0.2239 0.2258
Br -2.3134 -1.2382 1.1321
H -4.8504 -2.0239 -0.1900
H -5.4634 -0.5578 -0.9720
H -4.3146 0.2031 1.0286
H -3.2164 0.5716 -0.3214
Br -6.7134 -2.3270 1.6122
C -7.5568 -1.3380 3.0574
C -7.6735 0.1244 2.7254
Br -5.9629 1.0358 2.9066
H -6.9735 -1.5265 3.9528
H -8.5433 -1.7845 3.1706
H -8.3391 0.6236 3.4265
H -8.0193 0.2993 1.7118
Br -3.3735 3.9017 -1.2000
C -2.1985 4.8608 0.0179
C -0.7658 4.8093 -0.4405
Br 0.0273 3.0707 -0.0771
H -2.3399 4.4247 1.0016
H -2.5610 5.8866 0.0199
H -0.1616 5.5235 0.1151
H -0.6572 4.9963 -1.5048
Br -10.8498 -3.9237 1.5638
C -12.0676 -3.9910 3.0780
C -11.6709 -3.0128 4.1513
Br -10.1371 -3.6414 5.1701
H -12.0813 -5.0189 3.4251
H -13.0442 -3.7320 2.6747
H -12.4723 -2.9003 4.8782
H -11.4052 -2.0393 3.7518
Br 0.6640 3.8746 -6.9432
C 0.5950 4.3889 -5.0685
C 0.9096 3.2299 -4.1621
Br -0.5876 2.0006 -4.0207
H -0.3916 4.8067 -4.8938
H 1.3458 5.1702 -4.9610
H 1.0886 3.5806 -3.1464
H 1.7635 2.6510 -4.4988
Br 2.5461 0.5101 4.8360
C 3.8237 -0.2860 6.0712
C 5.0053 0.6183 6.2978
Br 6.2418 0.5949 4.7920
H 4.0981 -1.2526 5.6603
H 3.2727 -0.4312 6.9978
H 5.5888 0.2724 7.1485
H 4.7222 1.6534 6.4524
Br 5.2912 3.8998 2.3062
C 4.0260 3.9288 3.7835
C 4.4727 4.8652 4.8750
Br 5.9151 4.0969 5.9345
H 3.9148 2.9040 4.1221
H 3.0873 4.2699 3.3511
H 3.6640 5.0454 5.5801
H 4.8357 5.8133 4.4917
Br 5.3451 7.3848 -9.7702
C 3.9626 6.0421 -9.4965
C 3.1676 6.3043 -8.2465
Br 4.1594 5.8082 -6.6484
H 4.4593 5.0775 -9.4839
H 3.3218 6.1094 -10.3729
H 2.2732 5.6880 -8.2292
H 2.8910 7.3478 -8.1344
*
```

=====

(3)
8 unconnected molecules or ions with the total composition C25H50Br6O9, computed with ωB97M-V/def2-TZVPD.

Results
- Frontier orbital gap: 10.2 eV
- Relative energy (zero: lowest compared OMol25 entry of this formula, charge and spin): 97.1 kJ/mol
- SMILES: CCOC(C)=O.CCOC(C)=O.CCOC(C)=O.CCOC(C)=O.CC(C)=O.BrCCBr.BrCCBr.BrCCBr
- Lowest unoccupied orbital energy: 0.22 eV
- Largest force on an atom: 2.9 eV/Å

```
! wB97M-V def2-TZVPD RIJCOSX def2/J DEFGRID3
* xyz 0 1
C -2.3487 -1.2504 -3.5296
C -3.2508 -0.0186 -3.4664
O -2.5541 1.2045 -3.2815
C -1.9583 1.6964 -4.3760
C -1.1748 2.9358 -4.0538
O -1.9148 1.1306 -5.4254
H -1.7117 -1.1933 -2.6487
H -1.8197 -1.3983 -4.4711
H -2.9884 -2.1361 -3.4975
H -3.9460 0.0098 -4.3080
H -3.8869 -0.2077 -2.6017
H -0.1193 2.7485 -4.2823
H -1.1275 3.2446 -3.0064
H -1.3343 3.8955 -4.5493
C 0.5870 2.4858 4.8991
C 1.8067 3.0400 5.6331
O 1.3608 3.7509 6.7791
C 2.2509 4.5275 7.4119
C 1.7126 5.1894 8.6417
O 3.3828 4.6323 7.0436
H 0.8982 2.1068 3.9271
H -0.2939 3.1132 4.7695
H 0.2344 1.6331 5.4864
H 2.4597 2.2030 5.8720
H 2.3360 3.7346 4.9799
H 2.1248 4.8324 9.5767
H 0.6282 5.0928 8.6381
H 1.9849 6.2247 8.4207
C 0.4732 -4.1257 -4.3793
C 1.6184 -3.4259 -3.7431
O 1.3728 -2.0132 -3.6765
C 1.9050 -1.2176 -4.6034
C 1.3096 0.1565 -4.5590
O 2.6623 -1.6005 -5.4626
H -0.4060 -3.8658 -3.7605
H 0.4482 -5.2090 -4.4312
H 0.1298 -3.6491 -5.3023
H 1.7997 -3.7738 -2.7265
H 2.5382 -3.5433 -4.3195
H 1.8065 0.9310 -5.1283
H 1.1745 0.4632 -3.5185
H 0.2680 0.0419 -4.8738
C 1.6419 -4.2101 1.4725
C 0.2037 -3.9361 1.0832
O -0.1105 -4.8648 0.0209
C -0.7269 -4.4288 -1.0899
C -0.9899 -5.6031 -2.0090
O -1.0777 -3.3071 -1.3200
H 2.2673 -3.8664 0.6530
H 1.7100 -5.2910 1.5946
H 1.8526 -3.7528 2.4374
H -0.5509 -4.1890 1.8367
H -0.0062 -2.9006 0.8111
H -1.4916 -6.4312 -1.5109
H -0.0768 -6.1038 -2.3501
H -1.4564 -5.2163 -2.9113
C 0.6180 0.2492 -0.7749
C 0.6987 -0.2611 0.6501
C -0.1056 0.4321 1.7246
O 1.4673 -1.1363 0.9663
H 1.1846 -0.4512 -1.3933
H 1.0273 1.2476 -0.9296
H -0.3834 0.2853 -1.2110
H 0.1925 -0.1014 2.6284
H -1.1330 0.4983 1.3705
H 0.2116 1.4548 1.9424
Br -0.8319 3.3748 -0.0489
C -1.9756 3.3757 1.5424
C -2.8302 4.6481 1.4461
Br -4.0518 4.7363 2.9858
H -1.4482 3.3463 2.4895
H -2.6922 2.5720 1.4018
H -3.4906 4.5089 0.5928
H -2.2419 5.5378 1.2410
Br -3.6452 -4.7533 2.3229
C -3.9321 -3.2628 1.0915
C -2.9874 -2.1261 1.4644
Br -3.3122 -0.6059 0.2711
H -4.9180 -2.8938 1.3539
H -3.8042 -3.6239 0.0793
H -1.9362 -2.3842 1.4199
H -3.2251 -1.8372 2.4855
Br 2.6085 3.7447 -1.4457
C 4.2903 3.0996 -0.6544
C 4.1847 1.6002 -0.3542
Br 5.7500 1.2111 0.7527
H 4.5016 3.6214 0.2715
H 5.0668 3.2701 -1.3915
H 4.2616 0.9876 -1.2478
H 3.2543 1.3401 0.1420
*
```